Entry 1:
{"formula": "C5H9N2", "method": "the ωB97M-V functional and the def2-TZVPD basis", "species": ["C", "C", "C", "C", "N", "C", "N", "H", "H", "H", "H", "H", "H", "H", "H", "H"], "positions_angstrom": [[1.2478, -1.4581, 0.4469], [1.8157, -0.0731, 0.5390], [1.2630, 0.9305, -0.2479], [-0.0586, 1.1623, -0.5528], [-1.1092, 0.6041, 0.7315], [-1.9318, 0.2974, -0.3423], [-2.1296, -0.8811, -0.7508], [1.8464, -2.1454, 1.0430], [1.2742, -1.7411, -0.6038], [0.2201, -1.4595, 0.8052], [1.9192, 1.6793, -0.6994], [2.8225, 0.1897, 0.8422], [-0.5502, 2.1213, -0.6283], [-1.4944, 0.4941, 1.6512], [-2.5556, 1.1772, -0.5685], [-2.5795, -0.8974, -1.6653]], "atomic_forces_ev_per_a": [[0.44, 0.36, 1.12], [-0.12, 0.66, -1.72], [0.38, 0.50, -0.07], [-1.40, 0.02, 5.36], [1.14, 0.02, -4.06], [-2.24, -0.27, 1.62], [0.71, -0.54, -1.00], [-0.08, -0.15, -0.10], [-0.13, -0.23, 0.02], [-0.06, -0.16, -0.22], [0.14, -0.04, 0.25], [0.12, -0.69, 0.21], [0.58, 0.13, -1.08], [1.07, 0.42, 0.57], [0.10, -0.12, -1.25], [-0.65, 0.08, 0.36]], "de_lowest_kj_mol": 365.0, "total_charge": 0, "spin_multiplicity": 2, "e_tot_ha": -305.19980, "homo_energy_ev": [-7.84, -8.50], "mol_weight_g_mol": 97.1}

---

Entry 2:
{"formula": "C5H9N2", "method": "the ωB97M-V functional and the def2-TZVPD basis", "species": ["C", "C", "N", "C", "N", "C", "C", "H", "H", "H", "H", "H", "H", "H", "H", "H"], "positions_angstrom": [[0.9605, 2.1705, 1.3409], [0.4076, 1.6070, 0.1144], [-0.2613, 1.7387, -0.9515], [0.2700, 0.3692, -0.9907], [-0.7267, -0.6861, -0.7775], [-0.3793, -2.0934, -0.8703], [-0.8553, -1.5151, 0.3836], [0.2425, 2.8962, 1.7320], [2.0720, 2.5589, 1.3908], [1.0721, 1.2685, 1.9973], [0.9750, -0.0424, -1.7538], [-1.6104, -0.3930, -1.1548], [0.7301, -2.2347, -0.9646], [-1.0650, -2.7282, -1.3778], [-1.8213, -1.7589, 0.8589], [-0.0104, -1.1572, 1.0232]], "atomic_forces_ev_per_a": [[1.73, -0.83, 1.39], [0.30, -3.01, -4.43], [-0.15, 0.62, 0.67], [1.72, 1.31, 2.43], [-1.59, 1.48, -1.23], [1.74, -0.58, 0.27], [1.77, 0.18, 2.95], [0.34, -0.03, 0.16], [-2.31, -0.46, -0.99], [-0.47, 0.96, 0.02], [-0.33, 1.26, 0.69], [-0.59, -0.04, -0.61], [-1.39, -0.10, -0.12], [-0.15, -0.27, -0.71], [0.56, 0.44, -0.62], [-1.15, -0.92, 0.14]], "de_lowest_kj_mol": 514.8, "smiles": "CC1=N[C@@H]1[NH+]1CC1", "total_charge": 1, "e_tot_ha": -305.03395, "homo_energy_ev": -13.88, "mol_weight_g_mol": 97.1}

---

Entry 3:
{"formula": "C5H9N2", "method": "the ωB97M-V functional and the def2-TZVPD basis", "species": ["C", "C", "N", "C", "C", "N", "C", "H", "H", "H", "H", "H", "H", "H", "H", "H"], "positions_angstrom": [[0.4373, -0.4706, -1.7303], [0.3648, -0.8511, -0.2117], [1.5952, -0.8357, 0.3701], [1.6802, 0.0836, 1.2195], [0.3825, 0.7811, 1.3626], [-0.5077, 0.3054, 0.6071], [-1.8446, 0.5403, 0.2715], [0.9591, 0.5052, -1.8166], [-0.5804, -0.4652, -2.0709], [0.9294, -1.2387, -2.3013], [0.1272, -1.8444, -0.2131], [2.6366, 0.2158, 1.7941], [0.3721, 1.6322, 2.1135], [-2.5154, -0.1336, 0.9839], [-2.0205, 0.1788, -0.7849], [-2.0158, 1.5968, 0.4067]], "atomic_forces_ev_per_a": [[0.04, 0.92, 1.45], [0.14, 2.67, -2.04], [1.24, 0.12, -0.20], [1.15, 0.10, 1.34], [1.30, 2.21, 2.39], [3.25, -3.48, -1.56], [-2.66, -1.43, 0.49], [-0.48, -0.60, -0.27], [-0.43, 0.41, -0.47], [0.46, -0.27, 0.09], [-2.40, -2.56, 0.78], [-1.34, 0.35, -0.44], [-0.89, -0.94, -1.23], [1.20, 1.61, -1.47], [0.09, 0.71, 1.26], [-0.69, 0.19, -0.11]], "de_lowest_kj_mol": 315.8, "smiles": "C[C@H]1N=CC=[N+]1C", "total_charge": 1, "e_tot_ha": -305.10976, "homo_energy_ev": -15.88, "mol_weight_g_mol": 97.1}

---

Entry 4:
{"formula": "C5H9N2", "method": "the ωB97M-V functional and the def2-TZVPD basis", "species": ["C", "C", "N", "C", "C", "C", "N", "H", "H", "H", "H", "H", "H", "H", "H", "H"], "positions_angstrom": [[-0.9641, 0.2146, 1.1814], [-0.0329, -0.0901, 0.0568], [-0.9351, -0.4570, -1.1211], [1.0049, 1.0412, -0.2325], [2.2029, 0.4628, -0.1881], [2.0016, -0.9906, 0.0703], [0.7806, -1.3021, 0.2004], [-0.4016, 0.0906, 2.1523], [-1.6971, -0.6098, 1.3141], [-1.3575, 1.2014, 1.2222], [-0.4590, -0.6429, -1.9599], [-1.7223, 0.1815, -0.9304], [-1.4246, -1.3499, -0.6966], [0.5575, 1.9531, -0.7040], [3.1253, 0.8656, 0.0362], [2.7678, -1.7881, 0.3106]], "atomic_forces_ev_per_a": [[1.00, -2.01, 2.64], [2.13, -0.02, -1.33], [-2.74, -1.44, 5.10], [-2.29, -0.49, -1.80], [-1.14, -0.82, 1.14], [0.53, -0.61, 1.18], [-1.12, -0.36, 0.53], [-0.24, 0.33, -1.00], [-0.06, 0.69, -0.35], [-0.59, 0.71, -0.40], [0.22, 0.15, -1.83], [0.27, 0.40, -2.04], [1.54, 1.31, -1.61], [1.22, -0.30, 1.21], [1.95, 1.24, -0.67], [-0.67, 1.22, -0.77]], "de_lowest_kj_mol": 321.6, "smiles": "C[C@@]1([NH3+])C=CC=N1", "total_charge": 1, "e_tot_ha": -305.10753, "homo_energy_ev": -14.40, "mol_weight_g_mol": 97.1}

---

Entry 5:
{"formula": "C5H9N2", "method": "the ωB97M-V functional and the def2-TZVPD basis", "species": ["C", "C", "C", "C", "C", "N", "N", "H", "H", "H", "H", "H", "H", "H", "H", "H"], "positions_angstrom": [[0.6056, -0.0880, 0.2915], [-0.9820, 1.6277, -0.3262], [0.5005, 1.4293, -0.2552], [-1.5562, 0.2160, -0.6329], [1.6014, -1.6198, 1.2699], [1.9252, -2.6228, 0.6934], [-0.5685, -0.6062, 0.0795], [-1.3076, 2.0456, 0.6113], [-1.2512, 2.3235, -1.1176], [1.0109, 1.2125, -1.2102], [1.1674, 2.0209, 0.4138], [-2.6416, 0.0651, -0.4286], [-1.4736, -0.1084, -1.6034], [1.7579, -1.3514, 2.2944], [1.8969, -2.9727, -0.2920], [-0.6852, -1.5711, 0.2124]], "atomic_forces_ev_per_a": [[-1.02, -0.50, 0.84], [-0.44, 0.04, -1.11], [2.45, -2.97, 1.36], [-0.53, 1.29, 2.12], [-0.27, 1.51, -1.96], [-0.04, -0.84, -0.99], [0.93, 0.94, 0.22], [-0.52, -0.13, 0.36], [-0.04, 0.07, 0.02], [-0.17, 0.83, -0.04], [-0.86, 0.10, -0.81], [1.00, -0.02, 0.78], [0.37, -0.12, -2.78], [-0.19, 0.45, 0.41], [-0.11, 0.86, 1.28], [-0.57, -1.51, 0.32]], "de_lowest_kj_mol": 433.6, "total_charge": 1, "e_tot_ha": -305.06489, "homo_energy_ev": -14.23, "mol_weight_g_mol": 97.1}

---

Entry 6:
{"formula": "C5H9N2", "method": "the ωB97M-V functional and the def2-TZVPD basis", "species": ["C", "C", "C", "C", "N", "C", "N", "H", "H", "H", "H", "H", "H", "H", "H", "H"], "positions_angstrom": [[0.5609, -1.6132, -1.7275], [0.8455, -1.5130, -0.2757], [-0.0114, -0.4138, 0.2744], [-0.9579, 0.4115, -0.5156], [-0.9052, 1.6079, 0.0954], [-0.1521, 1.5958, 1.2919], [0.4351, 0.3546, 1.3232], [0.8683, -2.6600, -1.9552], [1.0920, -0.9023, -2.3691], [-0.5704, -1.5699, -1.9395], [1.9924, -1.5056, -0.2120], [0.5699, -2.5339, 0.0361], [-1.5685, 0.0838, -1.3713], [-1.6110, 2.3486, -0.2506], [-0.0706, 2.5110, 1.8700], [0.8788, -0.3125, 1.9774]], "atomic_forces_ev_per_a": [[-1.45, -1.50, -2.03], [0.45, -1.54, 0.29], [-0.86, 2.41, -2.70], [3.20, -2.93, 2.27], [-1.52, 1.32, 1.51], [-0.84, -0.91, -2.64], [-1.72, 0.11, -0.73], [-0.17, 0.90, -0.68], [-0.20, -0.09, 0.18], [1.81, -0.20, 0.15], [-1.69, 0.83, 0.76], [-0.04, 0.57, 0.87], [0.52, 0.84, 0.60], [1.93, -1.08, 1.35], [0.28, -0.67, 0.28], [0.27, 1.95, 0.51]], "de_lowest_kj_mol": 251.1, "smiles": "CCc1c[nH]c[nH+]1", "total_charge": 1, "e_tot_ha": -305.13440, "homo_energy_ev": -13.69, "mol_weight_g_mol": 97.1}

---

Entry 7:
{"formula": "C5H9N2O", "method": "the ωB97M-V functional and the def2-TZVPD basis", "species": ["C", "C", "C", "C", "C", "N", "N", "O", "H", "H", "H", "H", "H", "H", "H", "H", "H"], "positions_angstrom": [[2.1211, -1.0628, -0.4627], [1.9186, -1.6004, 0.8108], [1.0446, -0.0968, -0.9542], [-1.6466, 1.0098, 1.2338], [-0.9433, 0.3563, 0.0708], [0.7451, -1.7675, 1.4794], [0.3134, 0.4359, 0.2362], [-0.3730, -2.1129, 0.6351], [2.9421, -1.4098, -1.0665], [2.7748, -1.8460, 1.3101], [1.5583, 0.7578, -1.4196], [0.2797, -0.4351, -1.7655], [-1.2892, 0.4700, 2.0970], [-1.4566, 2.1088, 1.3694], [-2.7672, 0.8953, 0.9781], [0.0313, -2.0834, -0.2973], [-1.3886, -0.2507, -0.7082]], "atomic_forces_ev_per_a": [[-1.63, -0.27, 0.17], [-3.60, 0.71, -1.45], [0.33, -0.41, -0.14], [-2.75, 0.26, -1.47], [1.82, 1.47, 2.09], [1.82, -0.86, 0.41], [0.06, 0.31, -3.08], [1.08, 0.26, -2.04], [0.36, 0.44, -0.18], [2.15, -0.84, 1.97], [-0.14, -0.02, -0.03], [0.84, 0.06, 0.97], [-0.44, -0.15, 0.52], [0.10, -1.07, -0.41], [1.29, 0.13, 1.24], [-0.80, -0.30, 1.58], [-0.50, 0.27, -0.17]], "de_lowest_kj_mol": 188.8, "total_charge": -1, "e_tot_ha": -380.51790, "homo_energy_ev": -1.51, "mol_weight_g_mol": 113.1}

---

Entry 8:
{"formula": "C5H9N2O", "method": "the ωB97M-V functional and the def2-TZVPD basis", "species": ["C", "C", "C", "C", "C", "N", "N", "O", "H", "H", "H", "H", "H", "H", "H", "H", "H"], "positions_angstrom": [[0.2808, 1.3095, 0.0010], [1.2244, 0.2890, -0.0440], [-1.4708, -0.2270, 0.3045], [2.6823, 0.5627, 0.1172], [-2.7054, -0.8886, -0.0200], [0.7493, -0.9248, -0.2467], [-1.0357, 0.9707, 0.0816], [1.4294, -1.9973, 0.1743], [0.5476, 2.3511, 0.0123], [3.1834, 0.5131, -0.8490], [2.8480, 1.5451, 0.5471], [3.1200, -0.2018, 0.7570], [-2.6897, -1.9403, 0.2636], [-3.4971, -0.4093, 0.5697], [-2.9749, -0.7946, -1.0749], [-1.6927, 1.7576, 0.0242], [1.0850, -2.7862, -0.2792]], "atomic_forces_ev_per_a": [[0.93, -0.34, -0.13], [0.35, 0.30, 0.30], [2.13, -0.83, 0.00], [0.19, -0.11, 0.12], [-0.58, -0.12, -0.31], [-2.84, -0.56, -0.22], [-0.63, 0.39, 0.18], [0.66, 0.74, 0.23], [-0.09, 0.08, -0.02], [-0.02, -0.03, -0.04], [0.05, 0.01, 0.04], [0.07, 0.09, 0.05], [0.06, 0.09, 0.06], [-0.05, 0.03, 0.05], [0.01, 0.05, -0.02], [-0.03, -0.23, -0.20], [-0.19, 0.45, -0.10]], "de_lowest_kj_mol": 538.0, "total_charge": 1, "e_tot_ha": -380.24691, "homo_energy_ev": [-12.80, -13.27], "mol_weight_g_mol": 113.1}

---

Entry 9:
{"formula": "C5H9N2O", "method": "the ωB97M-V functional and the def2-TZVPD basis", "species": ["C", "C", "C", "C", "C", "N", "N", "O", "H", "H", "H", "H", "H", "H", "H", "H", "H"], "positions_angstrom": [[0.0003, 2.1584, -1.3772], [-1.6797, 0.8123, -1.1579], [0.6754, -0.0690, 1.9276], [0.5726, -1.7658, -0.2607], [-0.0131, -0.7322, 0.6260], [0.5973, 1.3071, -0.6363], [-0.1155, 0.3673, -0.2480], [-1.2890, 1.8735, -1.6942], [0.3736, 3.0549, -1.8602], [-2.5734, 0.2315, -1.1946], [0.9091, -0.9418, 2.5435], [0.0058, 0.7211, 2.1715], [1.6862, 0.5000, 1.7703], [-0.2365, -2.1201, -1.0299], [0.6199, -2.7261, 0.3022], [1.5260, -1.5076, -0.7394], [-1.0587, -1.1634, 0.8572]], "atomic_forces_ev_per_a": [[1.20, 1.87, -1.27], [5.00, -1.60, 3.14], [2.13, -1.27, -2.17], [-0.56, -3.56, -0.61], [0.19, 0.22, 1.45], [1.54, 0.85, 0.67], [-8.48, 2.30, -4.27], [-0.87, -1.00, 0.29], [0.15, -0.36, 0.33], [-0.68, 0.09, -0.26], [-0.53, 0.76, 0.80], [-0.76, 0.05, 1.28], [-1.71, -1.41, -0.39], [1.55, 1.21, 0.92], [0.71, 0.61, -0.16], [-0.35, -0.18, 0.19], [1.47, 1.43, 0.05]], "de_lowest_kj_mol": 596.8, "total_charge": 1, "e_tot_ha": -380.22451, "homo_energy_ev": [-14.31, -14.31], "mol_weight_g_mol": 113.1}

---

Entry 10:
{"formula": "C5H9N2O2", "method": "the ωB97M-V functional and the def2-TZVPD basis", "species": ["C", "N", "C", "N", "O", "C", "C", "C", "O", "H", "H", "H", "H", "H", "H", "H", "H", "H"], "positions_angstrom": [[-1.8254, 0.6752, -1.1173], [-1.2862, 0.0824, 0.0546], [-0.4995, 0.7268, 0.8931], [-0.0961, 1.9626, 0.6741], [-1.4229, -1.2469, 0.1553], [-0.1938, -1.9116, 0.1734], [0.9575, -1.4308, 0.3711], [2.1745, -1.0051, 0.4343], [3.0081, -0.5704, -0.6215], [-2.6881, 0.0844, -1.3438], [-2.1505, 1.6284, -0.8583], [-1.0060, 0.4984, -1.9756], [-0.3023, 0.3985, 1.8921], [0.4256, 2.4513, 1.3647], [-0.1559, 2.4154, -0.2194], [-0.2552, -2.9560, 0.2507], [2.5501, -0.9765, 1.4473], [2.7660, -0.8261, -1.5750]], "atomic_forces_ev_per_a": [[2.35, -2.43, -2.47], [1.13, 1.35, 1.43], [-0.65, 0.76, -0.05], [-0.23, -0.10, -0.59], [-0.20, -1.25, 0.48], [-1.28, -0.89, 0.42], [1.12, 1.46, -1.02], [1.41, 0.59, -1.57], [-0.99, -0.86, 0.36], [-0.52, -0.28, -0.44], [-0.21, 1.96, -0.18], [-2.06, 1.08, 1.49], [0.10, -0.94, 0.12], [0.28, 0.19, 0.56], [-0.11, 0.01, -0.25], [-1.08, -1.35, -0.44], [1.07, 0.48, -0.25], [-0.13, 0.18, 2.40]], "de_lowest_kj_mol": 584.2, "smiles": "CN(C=[NH2+])OC=C=CO", "total_charge": 1, "e_tot_ha": -455.50421, "homo_energy_ev": -13.49, "mol_weight_g_mol": 129.1}